No. 1
ORCA calculation (the ωB97M-V functional and the def2-TZVPD basis) on 2 unconnected molecules or ions with the total composition CH4O3 in a non-equilibrium geometry.

Lowest unoccupied orbital energy ... 0.73 eV
Gap between HOMO and LUMO ... 10.6 eV
Electronic energy ... -266.1558 hartree
Energy relative to the best compared isomer or geometry (same formula, charge and spin) ... 2.184 eV

XYZ file:
```
8
Properties=species:S:1:pos:R:3:forces:R:3:nbo_charge:R:1
C 0.04036 0.06209 -0.03876 -5.3 -4.9 3.8 0.7195
O 1.00824 0.44660 -0.73929 3.5 2.7 -4.9 -0.7159
O 0.22325 0.40953 1.35858 1.6 -0.8 -1.6 -0.7399
O -1.21872 0.58140 -0.40663 0.9 -0.4 -0.6 -0.7522
H -0.09219 -1.40777 -0.26982 0.2 3.9 1.1 -0.0060
H 0.70038 0.69953 -1.66833 0.6 -0.5 1.9 0.5145
H 1.21449 0.43822 1.49988 -1.6 -0.1 -0.2 0.4848
H -1.61265 1.05311 0.32817 0.1 0.1 0.4 0.4953
```
Forces are in eV/Å.

---

No. 2
ORCA calculation (the ωB97M-V functional and the def2-TZVPD basis) on 2 unconnected molecules or ions with the total composition CH4O3 in a non-equilibrium geometry.

Lowest unoccupied orbital energy (alpha / beta) ... 0.47 / 0.47 eV
Gap between HOMO and LUMO (alpha / beta) ... 10.2 / 10.2 eV
Electronic energy ... -266.0150 hartree
Energy relative to the best compared isomer or geometry (same formula, charge and spin) ... 6.013 eV

XYZ file:
```
8
Properties=species:S:1:pos:R:3:forces:R:3:nbo_charge:R:1
C 0.04925 0.09632 0.75987 -1.9 -1.3 -2.5 0.2376
O -1.56519 -0.80471 -0.12726 2.1 1.0 1.1 -0.9276
O 1.66900 0.08091 -0.87504 2.0 -1.4 0.6 -0.4347
O 0.68426 0.78797 -0.21278 -1.8 0.7 0.7 -0.2219
H -0.69167 0.67663 1.28120 0.5 0.5 0.2 0.2171
H 0.62626 -0.68948 1.28826 -0.7 0.2 -0.8 0.2049
H -2.26206 -0.12624 -0.29033 1.0 -0.3 0.4 0.4409
H 1.49014 -0.02138 -1.82391 -1.2 0.5 0.3 0.4837
```
Forces are in eV/Å.

---

Q: Among the records above, which one has the lowest energy relative to the best compared isomer or geometry (same formula, charge and spin)?
A: number 1